# C14H29BBr2F6NO15S2Zr

A structure of composition C14H29BBr2F6NO15S2Zr at a distorted geometry (ωB97M-V/def2-TZVPD, the OMol25 dataset).

```
71
C14H29BBr2F6NO15S2Zr | the OMol25 dataset | ωB97M-V/def2-TZVPD
Zr -2.9375 0.7078 0.1424
C -0.9273 1.2462 4.2539
F 0.3646 1.4035 4.4572
F -1.5382 0.9349 5.3553
F -1.4375 2.4054 3.7701
S -1.0061 -0.0864 2.9153
O -0.0377 0.3320 1.9539
O -0.8276 -1.3190 3.5926
N -2.5141 -0.0149 2.1218
S -3.6876 -0.6816 3.0820
O -3.5498 -0.3052 4.4366
O -4.9115 -0.3840 2.3985
C -3.4146 -2.5378 2.9870
F -3.0625 -2.9744 4.1753
F -4.5923 -3.0690 2.6698
F -2.5221 -2.8335 2.0546
C -4.4169 -2.4838 -2.0579
C -4.0554 -1.2780 -1.3105
O -3.9357 -1.2831 -0.0325
O -3.6822 -0.1827 -1.8295
H -5.4999 -2.6327 -2.0065
H -3.8676 -3.3630 -1.7432
H -4.2689 -2.3087 -3.1268
B -0.7803 0.1696 -0.7394
H -1.3378 0.4381 -1.7227
H -1.4824 -0.5733 -0.1522
H 0.2637 -0.3712 -0.9026
H -0.6563 1.1064 -0.0454
Br -1.7064 -0.5957 -4.7828
C -0.4491 -1.9232 -4.0861
C 0.4627 -2.3591 -5.1948
Br 1.6614 -3.7605 -4.6054
H -1.0852 -2.7377 -3.7510
H 0.1169 -1.5062 -3.2601
H 1.1331 -1.5455 -5.4672
H -0.0270 -2.6893 -6.1040
C 4.2604 -1.4428 0.9425
C 3.6382 -2.2986 -0.1360
C 2.2423 -1.8004 -0.5939
O 2.4055 -1.5403 -1.9862
C 3.6790 -1.8068 -2.3794
O 4.0822 -1.6694 -3.4774
O 4.4183 -2.2256 -1.3289
H 4.6500 -0.4964 0.5733
H 5.0839 -1.9917 1.4088
H 3.5817 -1.2734 1.7832
H 3.5656 -3.3279 0.2122
H 1.9852 -0.8669 -0.0921
H 1.4637 -2.5397 -0.4176
C 4.4729 2.0119 1.2791
C 3.3880 2.9909 0.9035
C 1.9473 2.5158 1.0890
O 1.3207 3.4665 1.9669
C 2.2336 4.3722 2.3843
O 2.0068 5.2855 3.0977
O 3.4545 4.0686 1.8989
H 4.2102 1.2028 1.9581
H 5.3233 2.5283 1.7237
H 4.8803 1.5718 0.3608
H 3.5539 3.4475 -0.0687
H 1.8761 1.6037 1.6781
H 1.4032 2.3518 0.1606
O -0.4854 2.4119 -2.9018
H -0.3657 1.5089 -2.5776
H 0.2154 2.5321 -3.5498
O -2.1376 2.5584 1.1729
H -1.8965 3.3283 0.6404
H -2.0084 2.8111 2.1014
O -2.7707 2.3367 -1.4523
H -2.0308 2.4385 -2.1112
H -3.4319 2.9926 -1.7081
```

Values from the calculation:
Charge: +1
HOMO level, eV: -12.09
F_max, eV/Å: 3.52



# C5H8O2

An isolated molecule of C5H8O2 (ωB97M-V/def2-TZVPD, the OMol25 dataset).

```
15
C5H8O2 | the OMol25 dataset | ωB97M-V/def2-TZVPD
O 1.4162 -0.0953 2.3725
C 1.5033 0.4487 1.1891
C 1.1912 -0.5566 0.1065
C -0.0587 -0.1382 -0.6566
C 0.0508 0.3956 -2.0146
O -0.3331 -0.9557 -1.7861
C -1.2514 0.1992 0.2052
H 1.1737 -1.0532 2.3472
H -1.0151 1.0435 0.8638
H 1.0330 -1.5870 0.4908
H 2.0411 -0.5854 -0.5866
H -0.7372 1.0413 -2.4020
H 1.0322 0.5317 -2.4683
H -1.5290 -0.6596 0.8282
H -2.1133 0.4622 -0.4150
```

Values from the calculation:
ΔE to the lowest compared entry with this formula, charge and spin, kcal/mol: 90.0
Charge: 0
HOMO level, eV: -8.84
F_max, eV/Å: 0.40



# C7H4O4

An isolated molecule of C7H4O4 at a distorted geometry (ωB97M-V/def2-TZVPD, the OMol25 dataset).

```
15
C7H4O4 | the OMol25 dataset | ωB97M-V/def2-TZVPD
C 2.3032 -1.0794 1.2178
C 1.9066 -0.0717 0.6792
O 1.7446 1.1016 0.1946
C 0.5420 1.4740 -0.1164
O 0.3440 2.6447 -0.1127
C -0.4413 0.4369 -0.2501
C -1.7796 0.8149 0.2223
C -2.7041 -0.1117 0.1322
O -3.6416 -0.8185 0.1020
C -0.2048 -0.7959 -0.7015
O 0.7833 -1.1972 -1.5329
H 2.6810 -1.9894 1.6394
H -2.0743 1.7096 0.5569
H -0.7644 -1.6738 -0.3871
H 1.3054 -0.4439 -1.6437
```

Values from the calculation:
ΔE to the lowest compared entry with this formula, charge and spin, kcal/mol: 62.0
Charge: 0
HOMO level, eV: -8.46
SMILES string: C#COC(=O)/C(C=C=O)=C\O
F_max, eV/Å: 4.45



# C5H12N2

An isolated molecule of C5H12N2 at a distorted geometry (ωB97M-V/def2-TZVPD, the OMol25 dataset).

```
19
C5H12N2 | the OMol25 dataset | ωB97M-V/def2-TZVPD
C 1.5844 0.7243 0.0573
C 2.0032 0.9088 -1.3678
C -2.1360 0.8380 0.4225
N -0.1279 -1.4394 0.0559
N -0.3764 -2.5142 0.9523
C 0.3507 0.2401 0.5171
C -0.8311 0.5425 -0.2315
H 0.2797 -1.7794 -0.8147
H 2.3772 0.8229 0.7922
H -1.3408 -2.8334 0.8737
H -0.2437 -2.1690 1.8993
H 0.2277 0.2172 1.5993
H -0.7262 0.7858 -1.2812
H 2.4238 1.9062 -1.5380
H 1.1849 0.7661 -2.0761
H 2.7903 0.1945 -1.6454
H -2.2004 1.8983 0.6943
H -2.9723 0.6322 -0.2477
H -2.2671 0.2588 1.3385
```

Values from the calculation:
ΔE to the lowest compared entry with this formula, charge and spin, kcal/mol: 135.8
Charge: 0
HOMO level (spin up / spin down), eV: -6.65 / -6.23
F_max, eV/Å: 1.62



# C2H2FP

An isolated molecule of C2H2FP at a distorted geometry (ωB97M-V/def2-TZVPD, the OMol25 dataset).

```
6
C2H2FP | the OMol25 dataset | ωB97M-V/def2-TZVPD
C 0.1584 -1.3859 0.0409
C 0.6159 1.0692 -0.2435
F -1.8991 0.1730 0.4733
P -0.6372 0.0472 -0.4546
H 1.0328 -1.4587 -0.4549
H 0.7292 1.5552 0.6388
```

Values from the calculation:
ΔE to the lowest compared entry with this formula, charge and spin, kcal/mol: 129.1
Charge: 0
HOMO level (spin up / spin down), eV: -9.52 / -9.52
F_max, eV/Å: 3.86



# CH4N3O2

A cluster of 2 separate species, CH4N3O2 in total at a distorted geometry (ωB97M-V/def2-TZVPD, the OMol25 dataset).

```
10
CH4N3O2 | the OMol25 dataset | ωB97M-V/def2-TZVPD
C -1.3621 0.1491 -1.7503
N 1.2892 0.2505 0.4140
N 0.2965 0.9932 0.4808
N 1.4042 -0.6856 1.3423
O 0.4132 -1.0398 1.9894
O 2.4759 -1.2252 1.5677
H -0.8172 -0.4096 -1.1406
H -2.2694 0.5858 -1.5107
H -0.9830 0.6675 -2.5660
H -0.4471 0.7141 1.1733
```

Values from the calculation:
ΔE to the lowest compared entry with this formula, charge and spin, kcal/mol: 132.2
Charge: -1
HOMO level (spin up / spin down), eV: -4.43 / -2.32
F_max, eV/Å: 3.91